20
Properties=species:S:1:pos:R:3 method="wB97M-V/def2-TZVPD" multiplicity=1 total_charge=+1 e_homo_ev=-12.83
H -2.612 2.650 -0.279
C 0.510 -1.760 -0.135
N 0.572 -0.356 0.112
H -0.548 -2.050 0.225
H 0.040 2.761 -0.198
H 1.327 -2.309 0.581
N -2.363 -0.702 0.158
O 2.601 2.611 0.115
C 1.782 1.589 0.078
S -4.329 1.021 -0.002
H 3.335 2.360 -0.478
C 1.893 0.238 0.080
H 2.743 -0.479 0.210
H 0.598 -2.116 -1.108
C -3.644 -0.611 0.148
C -1.799 0.544 0.014
H -4.368 -1.471 0.216
C -2.686 1.545 -0.188
C -0.264 0.659 -0.036
N 0.384 1.818 0.002

20
Properties=species:S:1:pos:R:3 method="wB97M-V/def2-TZVPD" multiplicity=1 e_homo_ev=-8.00
N -1.501 -2.504 -0.032
H 3.883 0.165 -0.127
H -3.474 -1.859 -0.256
C 0.184 -0.952 -0.013
H 3.023 -1.469 -0.838
H -1.423 3.440 0.782
C -0.181 -2.219 -0.022
H -1.144 2.824 -0.680
C -0.696 2.652 0.006
H 3.065 -1.370 1.271
H -0.066 3.501 -0.273
H 0.834 -3.147 0.132
C -2.063 -0.083 0.032
N -0.709 0.184 0.039
N -2.365 -1.399 0.029
C 2.891 -0.807 -0.014
C 1.497 -0.178 -0.014
O -2.987 0.730 -0.009
N 1.302 1.166 -0.064
C -0.069 1.326 0.051

20
Properties=species:S:1:pos:R:3 method="wB97M-V/def2-TZVPD" multiplicity=1 total_charge=-1 smiles="C=C[C@@]1(S(=O)(=O)[O-])C=CCC=N1" e_homo_ev=-4.54
H 1.695 -0.765 2.305
C 1.033 -0.688 1.426
C -0.515 2.917 0.339
O -1.570 -1.657 0.475
H -0.356 2.679 1.322
N 0.409 0.360 1.186
C -0.107 0.601 -0.118
O -2.231 -0.268 -1.431
H 2.479 -2.004 0.690
C 0.547 -0.478 -1.324
S -1.854 -0.341 -0.046
H 0.354 -0.019 -2.318
C 1.374 -1.838 0.525
C 1.153 -1.538 -0.899
C -0.340 1.914 -0.479
H 1.635 -2.249 -1.611
H -1.037 3.737 -0.016
H 0.822 -2.772 0.694
O -2.645 0.435 0.847
H -0.847 1.974 -1.567

25
Properties=species:S:1:pos:R:3 method="wB97M-V/def2-TZVPD" multiplicity=3 total_charge=-1 e_homo_ev="-3.55 / -5.27"
O -0.929 3.037 -2.073
C 3.153 0.531 2.043
C -0.184 0.807 -2.243
H -0.822 0.695 -3.113
H 3.995 1.144 2.360
H 3.403 -0.524 2.157
Se 1.866 -4.128 -0.073
O -0.296 1.956 -0.188
H -4.215 -0.260 0.244
H 2.951 0.731 0.996
Ti -0.197 0.177 0.665
O -2.046 -0.072 0.879
H 0.852 0.901 -2.562
C -2.449 -0.309 -0.381
O 2.043 0.871 2.867
O -0.236 -0.378 -1.421
C -1.559 -1.022 -1.338
O -3.785 -0.550 -0.573
H -2.033 -1.048 -2.316
C 1.088 -2.636 0.503
H -1.326 -2.046 -1.028
C 0.841 0.763 2.255
C -0.532 2.066 -1.465
O -0.159 0.949 2.923
N 0.577 -1.655 0.881